[1]
3
Properties=species:S:1:pos:R:3:forces:R:3:nbo_charge:R:1 method="wB97M-V/def2-TZVPD" orbital_gap_ha="0.2446 / 0.2415" lumo_ev="3.853 / 3.302" s2=2.0066 total_charge=-1 homo_ha="-0.10304 / -0.12016" multiplicity=3
O 1.7167 -0.5312 0.0017 -0.8 0.7 0.0 -1.06
P 0.6984 0.5847 0.0008 0.0 -0.7 0.0 0.84
S -2.4150 -0.0535 -0.0025 0.8 0.1 0.0 -0.78

[2]
113
Properties=species:S:1:pos:R:3:forces:R:3:mulliken_charge:R:1 method="wB97M-V/def2-TZVPD" orbital_gap_ha=0.2773 lumo_ev=-2.010 total_charge=+1 homo_ha=-0.35113 de_lowest_kj_mol=40.7
Zn 0.0344 0.3440 -0.3028 -0.1 0.1 0.2 2.98
N 2.3543 2.1040 -1.4550 -0.2 -0.1 -0.4 0.49
P 2.4973 0.4684 -0.9494 0.3 0.6 0.4 0.11
C 3.6136 0.6147 0.4830 -0.1 -0.3 0.0 0.08
C 4.9990 0.4913 0.4076 -0.1 0.0 0.0 -0.49
C 5.7652 0.6368 1.5540 0.1 0.0 0.0 -0.85
C 5.1582 0.9029 2.7726 0.0 0.0 0.0 -0.79
C 3.7772 1.0132 2.8561 0.0 0.0 0.1 -0.40
C 3.0087 0.8554 1.7158 0.0 0.0 -0.1 0.59
C 3.5018 -0.2015 -2.2998 -0.3 -0.1 0.0 0.88
C 4.5283 0.5196 -2.9104 0.0 0.0 0.0 -0.50
C 5.2516 -0.0460 -3.9477 0.0 0.0 0.0 -0.99
C 4.9508 -1.3281 -4.3894 0.0 0.0 0.0 -0.59
C 3.9402 -2.0547 -3.7789 0.1 0.0 0.0 -0.57
C 3.2221 -1.4953 -2.7339 0.0 0.0 0.1 -0.08
C 1.4094 2.9498 -0.9370 -0.1 0.2 0.2 0.24
C 1.3366 4.2899 -1.3384 0.1 0.0 0.0 -0.94
C 0.4367 5.1186 -0.7095 0.0 -0.1 0.0 -0.71
C -0.3719 4.6108 0.3079 0.0 0.0 0.0 -1.09
C -0.2722 3.2730 0.6114 0.0 0.1 0.2 -0.62
N 0.5891 2.4474 -0.0062 0.1 0.1 -0.2 1.03
H 2.9066 2.4521 -2.2204 0.0 0.1 0.0 0.24
H 5.4789 0.2633 -0.5350 0.0 0.0 0.0 0.44
H 6.8413 0.5374 1.4958 0.0 0.0 0.0 0.42
H 5.7563 1.0067 3.6683 0.0 0.0 0.0 0.44
H 3.3105 1.2067 3.8132 0.0 0.0 0.0 0.30
H 1.9284 0.9078 1.7741 0.0 0.0 0.1 -0.33
H 4.7878 1.5162 -2.5715 0.0 0.0 0.0 0.40
H 6.0534 0.5143 -4.4098 0.0 0.0 0.0 0.42
H 5.5149 -1.7629 -5.2036 0.0 0.0 0.0 0.41
H 3.7120 -3.0565 -4.1181 0.0 0.0 0.0 0.50
H 2.4440 -2.0721 -2.2459 0.0 0.0 -0.1 -0.12
H 2.0074 4.6563 -2.1040 0.0 0.0 0.0 0.53
H 0.3675 6.1602 -0.9950 0.0 0.0 0.0 0.47
H -1.0632 5.2412 0.8483 0.0 0.0 0.0 0.54
H -0.8798 2.8190 1.3863 0.0 0.0 -0.1 0.32
S 1.9189 0.4903 6.2258 0.1 -0.1 0.2 -0.31
C 0.7711 0.6289 5.0585 0.0 0.0 -0.4 -0.11
S 0.5603 -0.6133 3.8266 -0.2 0.5 0.1 0.36
C -0.5780 0.4305 2.9891 0.6 -0.2 0.5 -0.45
N -0.7902 1.5378 3.5955 -0.3 0.3 -0.2 -0.66
N -0.0790 1.6597 4.7600 0.1 -0.5 0.1 0.63
C -0.3779 2.8240 5.5423 -0.1 0.2 0.0 0.65
C -1.0295 3.8826 4.9067 0.1 0.0 0.0 -0.17
C -1.3691 5.0175 5.6208 0.0 0.0 0.0 -0.68
C -1.0592 5.1183 6.9684 0.0 0.0 0.1 -0.45
C -0.4363 4.0570 7.6017 0.0 0.0 0.0 -0.74
C -0.0987 2.9078 6.9018 0.0 -0.1 -0.1 -0.48
S -1.3977 -0.0263 1.5388 0.0 -0.2 -0.6 -0.15
H -1.2725 3.8031 3.8595 0.0 0.0 0.0 0.40
H -1.8860 5.8270 5.1223 0.0 0.0 0.0 0.37
H -1.3074 6.0137 7.5227 0.0 0.0 0.0 0.39
H -0.2131 4.1081 8.6589 0.0 0.0 0.0 0.38
H 0.3758 2.0922 7.4167 0.0 -0.1 0.0 0.29
N -1.2491 0.7938 -1.8050 -0.2 -0.1 0.1 -0.25
S -2.3355 1.9611 -1.6116 -0.1 0.0 -0.7 0.87
C -2.4180 2.8660 -3.1645 0.1 0.1 0.4 0.20
C -2.3324 4.2478 -3.0948 0.0 -0.1 0.1 -0.08
C -2.4595 4.9920 -4.2594 0.0 0.0 -0.1 -0.85
C -2.6589 4.3486 -5.4717 0.0 0.1 0.0 -0.42
C -2.7210 2.9611 -5.5309 0.0 -0.1 0.0 -0.86
C -2.6034 2.2117 -4.3726 0.0 -0.1 0.0 -0.09
C -3.9961 1.2529 -1.6561 0.1 0.0 0.1 0.39
C -5.0433 1.9389 -2.2595 0.0 0.1 0.0 -0.57
C -6.3215 1.4074 -2.1998 0.0 0.0 0.0 -0.75
C -6.5560 0.2283 -1.5089 0.0 -0.1 0.0 -0.64
C -5.5058 -0.4383 -0.8964 0.0 0.0 0.0 -0.76
C -4.2169 0.0631 -0.9816 0.1 0.0 0.0 0.11
H -1.5251 0.1319 -2.5230 0.1 0.0 0.0 0.12
H -2.1871 4.7249 -2.1338 0.0 0.1 0.0 0.45
H -2.4112 6.0718 -4.2187 0.0 0.0 0.0 0.42
H -2.7819 4.9316 -6.3746 0.0 0.0 0.0 0.41
H -2.8766 2.4606 -6.4770 0.0 0.0 0.0 0.42
H -2.6825 1.1314 -4.4022 0.0 0.0 -0.1 0.33
H -4.8743 2.8752 -2.7725 0.0 0.0 0.0 0.43
H -7.1394 1.9200 -2.6880 0.0 0.0 0.0 0.41
H -7.5589 -0.1720 -1.4421 0.0 0.0 0.0 0.41
H -5.6820 -1.3454 -0.3400 0.0 -0.1 0.0 0.50
H -3.3968 -0.4652 -0.5222 0.1 -0.1 0.1 0.02
C 1.1446 -6.7874 -2.8429 0.0 0.0 0.0 -0.52
C 0.6488 -6.8067 -1.5453 0.0 0.0 0.0 -0.68
C 0.3268 -5.6186 -0.9089 0.0 0.0 0.0 -0.31
C 0.4946 -4.4048 -1.5664 0.0 0.4 0.0 0.47
C 0.9881 -4.3891 -2.8650 0.0 0.0 0.0 -0.46
C 1.3142 -5.5803 -3.5019 0.0 0.0 -0.1 -0.74
Sb -0.1016 -2.6072 -0.5448 -0.1 -0.7 0.2 -0.23
C -2.0675 -3.3884 -0.1709 0.2 0.3 0.1 0.69
C -2.7683 -3.8400 -1.2868 0.1 0.0 0.0 -0.87
C -4.0417 -4.3712 -1.1501 0.0 0.0 0.0 -0.58
C -4.6154 -4.4724 0.1100 -0.1 0.0 0.0 -0.63
C -3.9274 -4.0145 1.2237 0.0 0.0 0.1 -0.73
C -2.6646 -3.4504 1.0831 -0.1 0.0 0.0 -0.26
C 1.0532 -3.0385 1.2112 -0.3 0.1 -0.2 0.95
C 0.6156 -3.7734 2.3072 0.0 0.0 0.0 -0.59
C 1.4689 -3.9986 3.3798 0.0 0.0 0.0 -0.76
C 2.7626 -3.4985 3.3639 0.0 0.0 0.0 -0.74
C 3.2102 -2.7733 2.2685 0.0 0.0 0.0 -0.65
C 2.3546 -2.5432 1.2024 -0.1 0.0 0.0 -0.47
H 1.3975 -7.7152 -3.3388 0.0 0.0 0.0 0.39
H 0.5100 -7.7492 -1.0315 0.0 0.0 0.0 0.42
H -0.0591 -5.6350 0.1042 0.0 -0.1 0.0 0.26
H 1.1143 -3.4478 -3.3905 0.0 0.0 0.0 0.55
H 1.6943 -5.5661 -4.5157 0.0 0.0 0.0 0.41
H -2.3101 -3.7931 -2.2699 0.0 0.0 0.0 0.36
H -4.5821 -4.7132 -2.0233 0.0 0.0 0.0 0.44
H -5.6055 -4.8972 0.2175 0.0 0.0 0.0 0.39
H -4.3691 -4.0916 2.2094 0.0 0.0 0.0 0.43
H -2.1623 -3.0466 1.9518 0.0 0.0 0.0 0.30
H -0.3910 -4.1714 2.3399 0.0 0.0 0.0 0.32
H 1.1176 -4.5584 4.2371 0.0 0.0 0.0 0.42
H 3.4217 -3.6680 4.2050 0.0 0.0 0.0 0.42
H 4.2205 -2.3837 2.2427 0.0 0.0 0.0 0.43
H 2.7129 -1.9687 0.3535 0.0 -0.1 0.0 0.32

[3]
16
Properties=species:S:1:pos:R:3:forces:R:3:nbo_charge:R:1 method="wB97M-V/def2-TZVPD" orbital_gap_ha=0.2830 lumo_ev=0.745 total_charge=0 homo_ha=-0.25560 de_lowest_kj_mol=664.5
C 0.8520 -0.0329 0.6438 -1.9 0.9 0.2 0.63
C -1.8789 0.8140 -0.2702 0.0 -0.1 -0.2 -0.70
N 1.8329 -1.0513 0.5573 -0.4 -0.4 -0.5 -0.89
C -0.1467 -0.8013 -1.4660 -4.5 -1.1 -5.6 -0.27
C -0.8289 -0.0924 -0.7164 4.1 1.2 5.2 0.08
O 1.4285 1.2182 0.4434 0.2 -0.1 -0.2 -0.74
O 0.2554 -0.0296 1.8994 0.0 0.3 0.3 -0.74
H -0.1444 0.8431 2.0172 0.0 -0.2 0.1 0.48
H 1.9879 1.1259 -0.3392 -0.1 0.2 0.1 0.49
H 2.5007 -0.9456 1.3247 -0.2 0.1 -0.2 0.38
H 1.3897 -1.9569 0.6648 0.0 0.0 0.0 0.38
H 0.5960 -1.5013 -1.7813 0.3 0.2 0.4 0.25
H -1.4050 -0.7401 -2.5039 2.5 -0.8 0.7 -0.07
H -1.4605 1.8054 -0.0790 0.0 -0.1 -0.1 0.25
H -2.6433 0.9003 -1.0455 -0.1 0.0 -0.1 0.24
H -2.3354 0.4445 0.6509 0.0 0.0 -0.1 0.24

[4]
54
Properties=species:S:1:pos:R:3:forces:R:3:nbo_charge:R:1 method="wB97M-V/def2-TZVPD" orbital_gap_ha=0.2393 lumo_ev=-1.805 total_charge=0 homo_ha=-0.30558 de_lowest_kj_mol=187.7
Zn 1.8174 -2.5074 -0.6890 -0.8 0.4 -0.6 1.78
Zn 1.7902 2.1068 -1.6131 -0.1 -1.7 -0.6 1.78
S 2.5058 -0.6409 -3.2547 -1.2 -2.1 -6.0 2.63
O 1.2252 -0.6792 -3.9348 -0.7 0.4 0.7 -1.04
O 3.5765 -0.7622 -4.2341 0.4 0.1 1.4 -1.00
O 2.6449 0.6294 -2.5337 0.6 3.3 2.5 -1.21
O 2.5212 -1.7972 -2.3263 1.0 -1.1 1.8 -1.20
S -0.1307 0.0627 -0.0711 0.5 -1.3 -0.6 2.72
O 1.0078 -0.8735 -0.0091 0.4 0.4 1.0 -1.20
O 0.3424 1.2609 -0.7217 -0.8 1.4 -0.3 -1.17
O -1.1909 -0.5293 -0.8773 -0.3 -0.7 0.0 -1.09
O -0.5952 0.3430 1.2690 -0.1 0.4 0.4 -1.07
O 0.9834 -3.3240 1.2337 0.8 -0.6 -0.6 -1.00
H 0.5685 -2.7572 1.9038 -0.3 0.5 0.3 0.54
H 1.6391 -3.8323 1.7190 -0.1 -0.2 0.2 0.48
O -3.6285 -1.1740 2.5861 -0.2 0.0 0.2 -0.95
H -2.7633 -0.7611 2.5738 0.1 0.2 0.0 0.46
H -3.6551 -1.7051 1.7839 0.2 -0.1 -0.2 0.49
O -1.4258 3.3448 0.6327 0.3 0.5 0.1 -0.96
H -2.0190 2.7400 0.1725 -0.3 0.0 -0.2 0.50
H -0.6995 2.7924 0.9276 -0.1 -0.2 0.1 0.46
O -3.3474 1.0572 -0.4988 0.0 0.3 -0.2 -0.98
H -2.5469 0.5293 -0.6235 -0.3 0.0 0.0 0.47
H -4.0435 0.4139 -0.3444 -0.1 0.0 0.2 0.48
O -0.0487 -2.9766 -1.4526 -0.4 -0.6 0.0 -1.01
H -0.4444 -2.1530 -1.7679 0.1 0.4 -0.1 0.53
H -0.5000 -3.6710 -1.9390 0.3 -0.2 -0.1 0.51
O 1.4269 1.1306 3.0906 1.1 0.2 -0.1 -0.97
H 1.6383 0.3287 3.5768 -0.1 -0.2 0.1 0.48
H 1.0813 0.8170 2.2468 -0.5 -0.1 0.0 0.48
O -2.9794 -2.3869 -0.0886 -0.2 -0.1 -0.1 -0.97
H -2.3410 -1.7910 -0.5099 0.0 0.0 0.3 0.49
H -2.6040 -3.2624 -0.2023 0.0 -0.1 0.1 0.47
O 1.2157 3.8377 -0.5953 0.9 0.2 -0.3 -1.01
H 1.6543 3.9941 0.2452 0.0 0.0 0.1 0.51
H 0.4518 4.4288 -0.5916 -0.7 -0.3 -0.2 0.55
O -1.6345 2.8665 -2.6733 -0.1 0.8 0.4 -0.95
H -0.7051 2.9917 -2.8717 -0.1 -0.1 -0.3 0.43
H -1.7674 1.9095 -2.6928 0.3 -0.2 -0.2 0.49
O 2.7846 1.5526 0.1148 1.1 1.0 0.6 -0.99
H 3.3201 2.2533 0.5005 0.2 -0.1 0.2 0.49
H 2.9145 0.8013 0.6951 -0.4 -0.2 -0.1 0.51
O -0.1456 -1.5480 3.1076 0.4 -0.3 0.0 -1.02
H -0.4077 -0.8756 2.4592 -0.1 0.2 -0.1 0.50
H -0.5846 -1.2858 3.9215 -0.2 -0.1 0.1 0.50
O -1.2382 1.4360 3.6570 -0.3 -0.1 0.5 -0.97
H -1.2087 1.2144 2.7193 -0.1 0.3 0.1 0.48
H -0.3178 1.6046 3.8881 -0.1 0.0 -0.2 0.48
O 3.5536 -2.0177 0.2621 0.7 -0.2 0.8 -0.98
H 3.5441 -1.1537 0.6762 -0.2 0.1 0.0 0.50
H 4.4590 -2.3270 0.3549 0.1 -0.3 -0.3 0.52
O -1.5983 0.2077 -3.3025 -0.4 0.1 -0.4 -0.94
H -1.5610 -0.2276 -2.4378 0.1 0.2 -0.3 0.48
H -2.5344 0.3648 -3.4607 -0.2 -0.2 -0.2 0.47

[5]
19
Properties=species:S:1:pos:R:3:forces:R:3:nbo_charge:R:1 method="wB97M-V/def2-TZVPD" orbital_gap_ha=0.3620 lumo_ev=-3.428 total_charge=+1 homo_ha=-0.48796 de_lowest_kj_mol=379.2
C 0.1569 -0.1052 -0.6533 -1.5 1.5 -1.3 0.04
C -1.6042 0.6227 -0.5898 1.1 -3.1 -0.4 -0.16
C 1.8865 -1.6243 0.4508 -1.2 0.0 0.4 -0.59
C 0.1695 2.0770 0.4284 -1.9 1.8 1.2 -0.41
C 0.5301 -1.4998 -0.2565 -1.8 0.7 1.3 -0.45
N -0.4646 0.7762 0.2801 -1.5 -0.7 4.9 -0.42
S -2.8510 -0.5354 0.1507 0.7 1.0 -0.7 0.02
H 0.8045 0.5750 -1.2023 0.0 -0.9 -0.7 0.22
H -1.9464 1.4441 -1.2200 0.6 -0.2 0.1 0.27
H 2.6010 -1.1786 -0.2457 0.4 -0.5 0.4 0.22
H 2.0573 -2.7305 0.7270 0.0 2.1 -0.3 0.26
H 1.7306 -0.9251 1.2766 1.1 -0.6 0.7 0.19
H -0.3926 2.9492 0.8899 0.0 -1.6 -0.5 0.26
H 1.0850 2.0278 0.9096 1.7 -0.7 1.2 0.24
H 0.3788 2.3126 -0.5465 0.5 1.2 -2.4 0.21
H -0.3814 -1.8027 0.3748 1.5 -0.5 -1.0 0.22
H 0.6896 -2.0398 -1.1324 -0.8 -1.3 -1.6 0.25
H -0.6733 0.2481 1.2085 0.6 1.4 -1.4 0.45
H -3.7762 -0.5915 -0.8500 0.6 0.2 0.2 0.20

[6]
19
Properties=species:S:1:pos:R:3:forces:R:3:nbo_charge:R:1 method="wB97M-V/def2-TZVPD" orbital_gap_ha=0.3916 lumo_ev=-3.615 total_charge=+1 homo_ha=-0.52444 de_lowest_kj_mol=244.1 smiles="CCCNC(N)=[NH2+]"
C 2.4990 0.1693 0.2684 3.3 -2.2 0.9 -0.64
C 1.8608 1.1861 -0.5684 -2.7 0.3 -1.6 -0.39
C 0.5565 0.4863 -1.2405 0.3 2.6 1.1 -0.25
N -0.4957 0.4868 -0.0989 -1.4 -2.3 1.7 -0.58
C -1.2900 -0.5790 0.4056 3.0 4.3 -4.3 0.68
N -1.5032 -1.5535 -0.4755 -1.4 -2.5 1.7 -0.73
N -1.8204 -0.1946 1.5642 -0.4 -0.5 3.8 -0.87
H 3.1524 -0.6444 -0.2794 -1.5 1.5 0.7 0.22
H 3.2356 0.5691 1.0097 -0.6 0.0 -0.6 0.24
H 1.7592 -0.3514 0.8808 0.0 -0.1 -0.1 0.20
H 2.4473 1.7581 -1.3121 -0.1 -0.6 0.4 0.24
H 1.3315 1.8811 0.0641 0.5 0.8 0.3 0.20
H 0.9680 -0.4628 -1.6393 -1.3 0.1 0.4 0.24
H 0.0625 1.1587 -1.9937 0.8 -1.0 0.3 0.23
H -0.8192 1.3070 0.5428 1.8 -1.3 -2.2 0.44
H -1.1770 -1.5406 -1.4311 0.2 0.7 0.2 0.44
H -1.9055 -2.4904 -0.2366 0.4 1.5 0.2 0.44
H -1.3283 0.0351 2.4581 0.6 -0.5 -1.9 0.45
H -2.7495 0.0332 1.8172 -1.6 -0.8 -0.9 0.44

[7]
25
Properties=species:S:1:pos:R:3:forces:R:3:nbo_charge:R:1 method="wB97M-V/def2-TZVPD" orbital_gap_ha=0.3580 lumo_ev=0.190 total_charge=0 homo_ha=-0.35099 de_lowest_kj_mol=483.5
C -0.6653 2.4665 -0.3255 -0.5 1.2 -0.6 -0.18
C 0.5504 3.0967 -0.4058 -0.8 -0.9 1.0 -0.20
C -0.8144 1.1373 -0.1101 3.0 -0.7 1.0 -0.21
C 1.6199 2.3482 -0.0818 -1.3 -0.2 0.0 -0.20
C 0.3522 0.3676 0.2154 -1.3 -0.7 0.2 0.01
C 1.5403 1.0637 0.2962 1.0 -2.1 -0.3 -0.22
C 0.6753 -1.8618 -0.9537 3.6 0.2 -0.5 0.09
C 1.3841 -1.9716 1.2095 -0.7 3.3 -0.2 0.10
C 0.3730 -1.1557 0.2935 0.9 -1.7 1.7 -0.25
C -0.7625 -2.0322 0.7618 -4.0 -0.2 0.8 -0.59
N 1.7260 -2.6668 -0.8481 -2.4 1.1 -0.8 -0.26
N 2.0830 -2.7331 0.5170 1.0 -1.8 -0.3 -0.27
O 4.2190 1.3971 0.6698 0.8 1.4 1.2 -0.95
O 3.4196 0.3015 -1.3181 2.1 3.3 -1.6 -0.91
S 3.3186 0.3288 0.3400 -1.5 -0.6 -2.1 1.55
H -1.5170 3.0851 -0.4794 -0.8 0.2 -0.1 0.21
H 0.6005 4.1295 -0.4315 0.2 1.9 -0.8 0.22
H -1.7903 0.8263 -0.0318 -1.9 -1.5 0.0 0.22
H 2.5604 2.6304 -0.2358 3.8 2.2 -0.1 0.21
H 0.1584 -1.5615 -1.8613 0.4 -0.6 -0.2 0.22
H 3.9632 1.2902 -1.7310 -2.5 -4.3 2.4 0.51
H 1.3434 -1.8864 2.3146 0.4 -0.2 -0.9 0.22
H -0.8158 -2.9993 0.1960 0.0 0.9 0.4 0.25
H -1.7685 -1.5017 0.6430 1.1 -0.8 0.1 0.22
H -0.6834 -2.3489 1.8160 -0.4 0.5 -0.3 0.22

[8]
28
Properties=species:S:1:pos:R:3:forces:R:3:nbo_charge:R:1 method="wB97M-V/def2-TZVPD" orbital_gap_ha=0.3082 lumo_ev=-4.591 total_charge=+1 homo_ha=-0.47690 de_lowest_kj_mol=0.0
Na 6.3690 -0.0918 -13.7157 0.5 -0.3 0.7 0.98
Na 5.2771 2.4616 -9.0443 0.5 -0.1 -0.4 0.99
Na 6.5097 3.7707 -13.7115 0.2 0.0 0.8 0.98
C 6.7959 2.0488 -11.4675 -0.3 -0.7 1.1 0.96
O 7.6227 2.0889 -12.4561 -1.2 -0.1 -0.1 -0.92
O 6.8962 1.1818 -10.5071 0.1 0.7 -0.6 -0.92
O 5.7839 2.8754 -11.3819 0.4 0.2 -0.6 -0.98
O 9.8791 3.7669 -11.6993 -0.3 -0.1 0.0 -0.96
H 9.1609 3.1557 -11.9410 0.3 0.1 -0.1 0.48
H 10.4842 3.7862 -12.4470 0.0 -0.1 0.1 0.47
O 6.1445 -1.1840 -11.5287 -0.1 0.5 -0.7 -1.00
H 5.2597 -1.0074 -11.1871 0.1 -0.2 0.2 0.47
H 6.7012 -0.4999 -11.0934 -0.2 -0.1 0.1 0.51
O 9.4883 1.6227 -9.4597 -0.3 0.0 -0.1 -0.98
H 9.7214 2.4715 -9.8625 0.1 -0.1 0.0 0.49
H 8.6022 1.3945 -9.7975 0.4 0.4 0.1 0.47
O 3.2651 2.6252 -12.3963 0.4 -0.1 0.0 -0.98
H 2.7749 1.8923 -12.0104 0.0 0.1 0.0 0.47
H 4.1359 2.6670 -11.9431 -0.4 -0.1 -0.1 0.49
O 8.3366 -1.0335 -8.5618 -0.1 0.1 0.1 -0.94
H 7.8755 -0.4650 -9.1835 0.0 0.0 0.0 0.45
H 9.1037 -0.5058 -8.3028 0.0 -0.1 -0.1 0.49
O 6.6937 5.4036 -10.7042 -0.2 -0.2 -0.2 -0.96
H 6.2911 6.0235 -11.3218 0.0 0.1 0.3 0.46
H 6.2685 4.5422 -10.8813 0.2 0.3 -0.1 0.48
O 9.7357 -0.3386 -12.0581 -0.4 0.1 -0.3 -0.94
H 10.3938 0.2277 -12.4758 0.1 -0.1 0.1 0.47
H 9.1708 0.2854 -11.5800 0.3 -0.1 0.1 0.47

| no. | E_tot (eV) |
| --- | --- |
| 1 | -22170.7568 |
| 2 | -172813.3187 |
| 3 | -9873.1734 |
| 4 | -164008.8023 |
| 5 | -17694.7569 |
| 6 | -8805.2043 |
| 7 | -28437.0357 |
| 8 | -34987.4967 |